# 1
Here is a molecular structure, C17H28BrN7ORe from OMol25. Energies are from ωB97M-V/def2-TZVPD.

* maximum force: 0.51 eV Å⁻¹
* net charge: +4
* multiplicity: 4
* calculated total energy: -102690.77021 eV

Atoms and positions in Å:
Re 0.23 0.40 -0.59
C 0.15 -4.34 -2.52
N -0.60 -3.20 -3.03
C -1.15 -3.26 -4.36
C -1.67 -1.86 -4.61
N -1.51 -1.22 -3.31
C -2.22 0.02 -3.04
C -0.82 -1.97 -2.43
N -0.41 -1.55 -1.23
C -0.49 -2.49 -0.07
C 0.31 -1.91 1.08
N 0.12 -0.43 1.10
C 0.14 0.11 2.41
N 1.20 0.08 3.19
C 2.57 -0.30 2.87
C 0.84 0.57 4.54
C -0.63 1.00 4.37
N -0.93 0.62 2.97
C -2.31 0.64 2.48
H 0.27 -5.06 -3.33
H -0.40 -4.83 -1.71
H 1.12 -4.01 -2.17
H -1.94 -4.02 -4.40
H -0.37 -3.60 -5.05
H -2.71 -1.82 -4.93
H -1.07 -1.33 -5.37
H -3.26 -0.11 -3.36
H -1.79 0.84 -3.61
H -2.21 0.22 -1.97
H -0.08 -3.47 -0.28
H -1.54 -2.61 0.20
H 1.37 -2.12 0.95
H 0.00 -2.35 2.03
H 2.68 -0.44 1.80
H 2.84 -1.21 3.40
H 3.23 0.51 3.19
H 1.49 1.39 4.82
H 0.97 -0.24 5.26
H -0.78 2.07 4.50
H -1.31 0.47 5.04
H -2.96 0.18 3.23
H -2.39 0.09 1.55
H -2.64 1.67 2.33
O 2.42 6.17 -0.33
C 1.92 4.98 -0.20
C 1.40 4.43 0.99
C 0.90 3.16 0.99
N 0.88 2.37 -0.12
C 1.38 2.94 -1.23
Br 1.26 1.63 -2.65
C 1.91 4.17 -1.37
H 2.42 6.72 0.48
H 1.39 5.02 1.90
H 0.49 2.73 1.89
H 2.31 4.55 -2.31

Mulliken population analysis, charges in e, atoms 1 to 2: 0.472, -0.970



# 2
Here is a molecular structure, C17H28CaN8SSe3Te from OMol25. Energies are from ωB97M-V/def2-TZVPD.

* maximum force: 0.55 eV Å⁻¹
* energy above the lowest of the compared OMol25 structures with the same formula, charge and spin: 79.8 kJ/mol
* net charge: -1
* multiplicity: 2
* calculated total energy: -262613.61348 eV

Atoms and positions in Å:
Ca -0.14 -0.43 0.24
C 0.98 2.60 0.77
C -0.33 2.86 0.06
N -1.34 1.83 0.32
C -2.38 1.78 -0.72
C -1.79 1.30 -2.02
C -2.27 1.71 -3.23
C -1.71 1.20 -4.44
C -0.58 0.35 -4.29
C -0.16 -0.03 -3.05
C 0.96 -1.03 -2.87
N 1.62 -0.92 -1.57
C 2.69 0.06 -1.46
C 2.20 1.44 -1.00
N 1.62 1.36 0.33
N -0.77 0.38 -1.88
H 0.82 2.51 1.85
H 1.62 3.48 0.61
H -0.18 2.89 -1.02
H -0.69 3.87 0.34
H -1.76 1.97 1.23
H -2.86 2.76 -0.89
H -3.15 1.09 -0.36
H -3.08 2.43 -3.26
H -2.05 1.53 -5.41
H -0.06 -0.02 -5.16
H 1.67 -0.91 -3.70
H 0.57 -2.05 -2.94
H 1.95 -1.83 -1.27
H 3.23 0.19 -2.41
H 3.41 -0.31 -0.72
H 1.44 1.79 -1.70
H 3.05 2.14 -1.06
H 2.31 1.09 1.03
Se 0.67 -3.35 0.66
Se 2.70 -2.53 1.47
Te 2.03 -1.31 3.62
Se 3.29 0.76 3.43
C -4.27 -1.77 -4.32
C -3.62 -3.14 -4.13
C -2.12 -3.07 -4.38
C -3.92 -3.73 -2.75
N -3.47 -2.88 -1.67
C -2.26 -2.73 -1.11
N -2.35 -1.81 -0.18
N -3.62 -1.37 -0.21
N -4.30 -2.02 -1.07
H -4.14 -1.43 -5.35
H -3.80 -1.03 -3.67
H -5.34 -1.80 -4.09
H -4.06 -3.85 -4.84
H -1.66 -2.30 -3.74
H -1.91 -2.77 -5.41
H -1.64 -4.03 -4.19
H -3.42 -4.70 -2.65
H -4.99 -3.87 -2.60
H -1.38 -3.31 -1.36
S -0.94 -0.14 4.01
C 0.11 -0.52 2.84

Mulliken population analysis, charges in e, atoms 1 to 2: 1.328, -0.980



# 3
Here is a molecular structure, C17H28ClN5O3P2Tc from OMol25. Energies are from ωB97M-V/def2-TZVPD.

* maximum force: 4.54 eV Å⁻¹
* net charge: +2
* multiplicity: 4
* calculated total energy: -64961.74687 eV

Atoms and positions in Å:
Tc -0.15 -0.19 0.00
C 2.87 1.03 1.31
N 2.37 1.00 2.68
C 3.24 1.65 3.64
P 0.75 0.98 2.95
O 0.07 -0.03 2.07
O 0.15 2.47 2.59
P -0.59 2.93 1.22
O -0.27 1.91 0.16
N -0.01 4.37 0.75
C 1.06 4.50 -0.23
C -0.41 5.62 1.38
N -2.18 3.05 1.62
C -3.07 3.36 0.52
C -2.82 2.61 2.84
N 0.35 0.78 4.52
C 0.28 1.86 5.48
C 0.35 -0.57 5.06
H 3.88 0.61 1.31
H 2.90 2.05 0.91
H 2.24 0.41 0.66
H 4.21 1.16 3.63
H 2.82 1.56 4.64
H 3.39 2.71 3.42
H 1.22 3.55 -0.73
H 1.99 4.84 0.24
H 0.77 5.25 -0.97
H -1.28 5.46 2.00
H -0.65 6.34 0.60
H 0.40 6.03 1.98
H -2.51 3.36 -0.41
H -3.53 4.34 0.66
H -3.86 2.61 0.46
H -2.09 2.57 3.65
H -3.28 1.62 2.72
H -3.60 3.33 3.11
H 0.37 2.81 4.97
H 1.07 1.77 6.23
H -0.68 1.82 6.01
H 0.48 -1.28 4.26
H -0.60 -0.76 5.56
H 1.15 -0.69 5.79
Cl 0.43 -1.53 -1.51
N -9.99 0.17 -0.58
C -8.86 -0.01 -0.61
C -7.46 -0.18 -0.63
C -6.84 -0.95 0.37
C -5.47 -1.07 0.39
C -4.69 -0.40 -0.57
C -5.32 0.33 -1.59
C -6.69 0.45 -1.61
C -3.29 -0.42 -0.49
C -2.07 -0.37 -0.37
H -7.46 -1.45 1.10
H -4.98 -1.66 1.14
H -4.71 0.81 -2.35
H -7.18 1.04 -2.37

Mulliken population analysis, charges in e, atoms 1 to 2: 0.681, -0.444



# 4
Here is a molecular structure, C17H28GaNO2P2Se from OMol25. Energies are from ωB97M-V/def2-TZVPD.

* maximum force: 3.01 eV Å⁻¹
* net charge: +2
* multiplicity: 1
* calculated total energy: -159950.97494 eV

Atoms and positions in Å:
Ga 0.70 1.31 0.64
P -1.46 0.01 0.00
C -1.70 1.00 -1.62
C -0.43 1.38 -2.34
N 0.71 1.33 -1.63
C 1.95 1.37 -2.16
C 2.07 2.06 -3.36
C 0.91 2.35 -4.08
C -0.35 1.88 -3.64
C 3.08 0.87 -1.29
P 2.62 -0.60 -0.20
H -1.25 1.89 -4.27
H 3.03 2.44 -3.67
H 0.95 2.82 -5.06
H 3.95 0.65 -1.92
H 3.39 1.72 -0.66
H -2.36 0.40 -2.22
H -2.35 1.88 -1.43
H -2.04 -3.56 -4.27
O -2.31 -3.52 -5.19
H -2.06 -2.59 -5.35
H 1.19 -3.65 0.30
O 0.74 -4.33 -0.18
H 1.30 -4.67 -0.93
C 3.15 -1.90 -1.40
H 4.17 -1.72 -1.76
H 3.15 -2.85 -0.83
H 2.43 -1.95 -2.23
C 4.07 -0.54 0.91
H 4.01 -1.48 1.47
H 5.03 -0.52 0.36
H 3.98 0.29 1.62
C -2.44 1.45 0.69
H -3.46 1.40 0.24
H -2.51 1.51 1.79
H -1.92 2.36 0.34
C -2.84 -1.29 0.05
H -3.08 -1.60 1.08
H -3.79 -0.95 -0.41
H -2.49 -2.21 -0.47
Se 1.03 -0.55 2.81
C -0.43 0.16 3.73
C -1.57 -0.65 3.97
C -2.60 -0.18 4.77
C -2.58 1.14 5.24
C -1.54 1.99 4.88
C -0.49 1.52 4.08
H -1.57 -1.66 3.57
H -3.40 -0.85 5.08
H -3.36 1.48 5.94
H -1.50 3.01 5.27
H 0.31 2.19 3.76

Mulliken population analysis, charges in e, atoms 1 to 2: 0.487, 0.749



# 5
Here is a molecular structure, C17H28IN4ORhSi from OMol25. Energies are from ωB97M-V/def2-TZVPD.

* maximum force: 3.46 eV Å⁻¹
* energy above the lowest of the compared OMol25 structures with the same formula, charge and spin: 2.7 kJ/mol
* net charge: -2
* multiplicity: 5
* calculated total energy: -45070.96932 eV

Atoms and positions in Å:
C 2.64 0.53 -3.68
I 1.96 -2.75 -2.24
H 3.23 -0.40 -3.80
H 3.40 1.25 -3.40
H 2.25 0.62 -4.66
C -2.83 -2.62 -1.65
C -2.07 -3.60 -1.11
N -0.84 -3.05 -0.82
C -0.80 -1.72 -1.16
N -2.01 -1.50 -1.73
H -3.85 -2.63 -1.96
H -2.31 -4.64 -0.87
C 3.35 2.49 0.49
C 2.26 0.69 -0.34
N 2.16 2.01 0.00
H 5.22 1.42 0.85
N 3.52 0.36 0.08
H 3.47 3.51 0.78
Rh 0.84 -0.59 -1.13
C 1.47 0.58 -2.77
O 0.71 1.51 -3.01
C 4.21 1.47 0.53
C 4.17 -0.93 0.02
H 4.80 -1.04 0.91
H 4.82 -1.00 -0.87
H 3.44 -1.74 0.00
C 1.00 2.87 -0.08
H 0.95 3.34 -1.07
H 1.14 3.65 0.69
H 0.08 2.33 0.13
C -2.54 -0.22 -2.13
H -3.44 -0.41 -2.74
H -1.81 0.34 -2.72
H -2.83 0.37 -1.25
C 0.20 -3.84 -0.18
H 0.78 -3.22 0.50
H 0.87 -4.27 -0.96
H -0.28 -4.67 0.34
C -3.16 -0.58 3.06
Si -2.31 1.00 2.47
C -3.65 2.29 2.10
C -1.30 1.68 3.92
C -1.31 0.65 0.99
C -0.53 0.04 0.21
H -3.93 -0.33 3.81
H -2.43 -1.26 3.52
H -3.65 -1.08 2.21
H -4.22 2.50 3.02
H -3.20 3.23 1.73
H -4.35 1.91 1.33
H -0.66 0.89 4.35
H -0.66 2.52 3.61
H -1.98 2.03 4.71

Mulliken population analysis, charges in e, atoms 1 to 2: -1.699, -0.427



# 6
Here is a molecular structure, C17H28IrN7Se4Te from OMol25. Energies are from ωB97M-V/def2-TZVPD.

* maximum force: 2.51 eV Å⁻¹
* energy above the lowest of the compared OMol25 structures with the same formula, charge and spin: 62.6 kJ/mol
* net charge: +2
* multiplicity: 1
* calculated total energy: -300016.50307 eV

Atoms and positions in Å:
Ir -1.27 -0.65 -0.10
Se -1.87 -2.82 0.84
Se -4.02 -3.35 0.21
Te -5.35 -1.28 0.70
Se -3.80 0.42 -0.15
N 0.49 3.86 -1.69
C -0.23 3.04 -2.75
C -0.17 1.56 -2.42
N -0.92 1.24 -1.21
H 0.22 4.85 -1.74
H 1.50 3.81 -1.81
H 0.28 3.51 -0.75
H 0.21 3.25 -3.72
H -1.26 3.37 -2.76
H 0.87 1.22 -2.29
H -0.58 1.01 -3.26
H -1.89 1.56 -1.31
H -0.53 1.75 -0.41
C -0.61 -2.68 -4.44
C -1.59 -1.70 -4.25
C -1.80 -1.15 -2.99
C -1.04 -1.56 -1.89
C -0.10 -2.58 -2.09
C 0.12 -3.12 -3.35
H -0.45 -3.11 -5.42
H -2.19 -1.38 -5.08
H -2.58 -0.41 -2.86
H 0.43 -3.01 -1.24
H 0.85 -3.91 -3.47
Se 0.90 3.92 2.33
N -0.08 3.57 3.74
C -0.81 2.52 3.47
C -1.74 1.94 4.38
C -2.33 0.78 4.01
C -2.03 0.21 2.74
N -1.24 0.74 1.83
C -0.64 1.92 2.16
N 0.22 2.55 1.36
H -1.93 2.41 5.34
H -3.03 0.28 4.66
H -2.48 -0.74 2.47
N 3.58 -1.46 2.09
C 2.52 -2.53 1.99
C 1.18 -1.87 1.75
N 1.17 -1.02 0.55
C 2.21 0.00 0.64
C 3.60 -0.60 0.86
H 4.50 -1.88 2.24
H 3.38 -0.87 2.90
H 2.52 -3.12 2.90
H 2.80 -3.18 1.16
H 0.90 -1.24 2.60
H 0.42 -2.65 1.66
H 1.31 -1.59 -0.29
H 1.96 0.68 1.46
H 2.23 0.59 -0.28
H 4.36 0.17 0.97
H 3.87 -1.24 0.02

Mulliken population analysis, charges in e, atoms 1 to 2: 1.967, -0.265



# 7
Here is a molecular structure, C17H28MoO3P from OMol25. Energies are from ωB97M-V/def2-TZVPD.

* maximum force: 4.32 eV Å⁻¹
* net charge: +1
* multiplicity: 3
* calculated total energy: -35361.69004 eV

Atoms and positions in Å:
C -0.09 0.33 -3.95
C 0.50 1.67 -3.73
C 0.74 -0.76 -4.52
C -1.56 0.26 -4.10
H 0.76 -0.75 -5.63
H 0.35 -1.75 -4.23
H 1.79 -0.69 -4.20
H 0.45 2.33 -4.61
H 1.57 1.59 -3.48
H -0.03 2.17 -2.91
H -1.90 0.63 -5.09
H -2.05 0.90 -3.36
H -1.96 -0.76 -4.01
C 2.05 -0.35 0.60
C 2.50 -1.12 -0.55
C 2.52 -0.23 -1.69
H 2.86 -2.15 -0.57
C 2.12 1.08 -1.23
C 1.76 0.98 0.15
H 1.36 1.79 0.77
H 2.08 -0.64 1.65
H 2.92 -0.50 -2.67
H 2.20 2.03 -1.77
C -1.60 -0.97 0.14
C -0.65 -2.00 0.48
C -0.36 -2.75 -0.72
H -0.37 -2.23 1.50
C -1.08 -2.15 -1.81
C -1.87 -1.05 -1.27
H -2.62 -0.51 -1.82
H -2.08 -0.31 0.85
H 0.26 -3.63 -0.83
H -1.14 -2.51 -2.83
Mo 0.27 -0.61 -1.03
C 0.72 0.03 5.64
O 0.76 0.95 4.54
P -0.02 0.57 3.15
O -1.62 0.39 3.56
C -2.11 -0.86 4.07
O -0.02 2.03 2.41
C -0.59 3.20 3.06
H 0.94 -1.00 5.30
H -0.28 0.02 6.10
H 1.46 0.36 6.38
H -1.34 -1.64 4.14
H -2.48 -0.68 5.08
H -2.93 -1.23 3.44
H -0.90 3.84 2.23
H -1.47 2.96 3.67
H 0.18 3.71 3.67

Mulliken population analysis, charges in e, atoms 1 to 2: 1.449, -1.477



# 8
Here is 2 unconnected molecules or ions with the total composition C17H28N2O4 from OMol25. Energies are from ωB97M-V/def2-TZVPD.

* SMILES: [H]/N=C(\C)COC(=O)OCOc1ccccc1.CCN(CC)CC
* maximum force: 9.33 eV Å⁻¹
* energy above the lowest of the compared OMol25 structures with the same formula, charge and spin: 1419.8 kJ/mol
* multiplicity: 1
* calculated total energy: -29239.88354 eV

Atoms and positions in Å:
C 0.54 -2.67 -0.40
C 0.20 -1.09 -0.10
N 0.53 -0.54 1.12
C -0.58 -0.11 -1.21
O -1.29 -1.03 -2.12
C -2.59 -0.50 -2.56
O -2.95 -0.80 -3.84
O -3.56 0.26 -1.76
C -4.29 -0.59 -0.81
O -3.44 -1.53 -0.03
C -4.02 -2.86 -0.35
C -5.30 -3.48 0.47
C -5.86 -4.96 -0.01
C -5.23 -5.86 -1.24
C -3.93 -5.25 -2.04
C -3.35 -3.76 -1.56
H 1.71 -2.81 -0.28
H 0.21 -3.06 -1.45
H 0.03 -3.39 0.41
H 0.97 -1.32 1.66
H -1.26 0.60 -0.58
H 0.24 0.56 -1.76
H -5.09 -1.22 -1.41
H -4.91 0.12 -0.08
H -5.81 -2.88 1.37
H -6.79 -5.43 0.56
H -5.62 -6.92 -1.57
H -3.40 -5.80 -2.95
H -2.40 -3.39 -2.18
C 4.83 5.28 1.44
C 4.46 4.04 0.63
N 4.17 2.86 1.45
C 4.12 1.62 0.68
C 3.03 1.48 -0.37
C 3.12 3.01 2.46
C 1.74 3.45 1.99
H 5.65 5.07 2.13
H 5.15 6.08 0.77
H 3.98 5.66 2.02
H 5.31 3.82 -0.02
H 3.61 4.29 -0.03
H 4.06 0.77 1.37
H 5.09 1.50 0.18
H 2.05 1.31 0.09
H 3.24 0.60 -1.00
H 2.97 2.35 -1.03
H 3.47 3.74 3.21
H 3.03 2.08 3.03
H 1.78 4.30 1.31
H 1.14 3.75 2.86
H 1.20 2.64 1.50

Mulliken population analysis, charges in e, atoms 1 to 2: -1.108, 0.718



# 9
Here is a molecular structure, C17H28N2O4 from OMol25. Energies are from ωB97M-V/def2-TZVPD.

* maximum force: 17.44 eV Å⁻¹
* energy above the lowest of the compared OMol25 structures with the same formula, charge and spin: 1889.8 kJ/mol
* multiplicity: 1
* calculated total energy: -29235.01190 eV

Atoms and positions in Å:
C 1.85 3.74 -1.24
H 2.73 4.17 -1.04
O 1.75 2.33 -0.84
C 0.81 1.60 -1.06
C -0.15 2.03 -1.97
C -1.25 1.18 -2.00
C -1.21 -0.02 -1.37
C -0.17 -0.66 -0.79
C 0.90 0.20 -0.48
O 1.83 -0.21 0.28
C 2.58 0.42 1.26
H 2.09 1.20 1.64
H 3.51 1.19 0.41
C 3.25 -0.27 2.30
O 4.03 0.28 3.00
N 3.15 -1.47 2.28
H 2.57 -1.69 1.36
C 3.69 -2.48 3.12
C 3.03 -2.39 4.41
H 3.50 -3.03 5.29
H 3.53 -1.37 4.76
H 2.06 -2.36 4.71
C 5.12 -2.56 3.12
H 5.58 -3.21 3.89
H 5.52 -1.78 3.22
H 5.48 -2.68 1.98
C 3.25 -3.77 2.49
H 3.43 -4.24 1.56
H 3.60 -4.64 3.31
H 2.05 -3.88 2.59
H -0.24 -1.68 -0.29
H -2.02 -0.92 -1.79
C -2.53 1.53 -2.86
N -3.65 1.38 -2.22
H -3.65 1.79 -1.27
C -5.05 1.59 -2.83
C -6.15 1.18 -2.33
H -7.15 1.79 -2.49
H -6.19 1.62 -1.13
C -6.28 -0.35 -1.97
O -5.37 -0.69 -1.30
H -4.45 -0.37 -1.30
H -7.15 -0.53 -1.65
H -6.14 -0.53 -3.18
H -4.79 1.15 -3.88
H -5.03 2.90 -3.16
H -2.54 1.09 -3.85
H -2.42 2.78 -3.24
H -0.31 2.83 -2.26
H 1.94 3.62 -2.25
H 1.05 4.22 -0.93

Mulliken population analysis, charges in e, atoms 1 to 2: -1.277, 0.333